Record 1
Below is C19H25N3SSiSn as an isolated structure, with properties calculated with ωB97M-V/def2-TZVPD.

highest occupied orbital energy (spin up / spin down)	-13.47 / -13.47	eV
total energy	-1804.42956	hartree
energy above the lowest of the compared OMol25 structures with the same formula, charge and spin	3.137	eV
orbital gap (spin up / spin down)	3.7 / 3.7	eV
charge	+2

Last column: natural (NBO) charge in e.
Geometry (Å):
C  1.34340  1.74804  3.82163  -0.3203
C  1.60915  2.29188  2.51935  -0.4066
C  0.34713  2.34537  1.80788  -0.3463
H  2.53699  2.77077  2.22435  0.2645
C  -0.65200  1.83635  2.66544  -0.3151
C  -0.04564  1.43832  3.88065  -0.3356
H  -0.60322  1.13543  4.76656  0.2218
H  2.02410  1.69521  4.66904  0.2484
H  0.17602  2.81879  0.83601  0.2475
H  -1.72464  1.87466  2.49340  0.2362
Sn  1.63750  -0.20840  1.85888  1.1768
C  -2.59018  -1.55269  -0.45149  -0.6448
H  -3.19392  -2.23165  -1.03395  0.2581
H  -2.45235  -1.96240  0.56868  0.2323
H  -3.12104  -0.60664  -0.33190  0.2623
Si  -0.80599  -1.05023  -1.25625  0.8623
C  1.00369  -0.95647  -1.94129  -0.1997
C  1.75076  0.22776  -1.88233  -0.2524
H  1.51845  0.98022  -1.12671  0.2345
C  2.78360  0.42717  -2.80088  -0.1980
H  3.37438  1.34144  -2.74897  0.2492
C  3.10535  -0.57155  -3.72443  -0.1113
H  3.93572  -0.42899  -4.41091  0.2403
C  2.43546  -1.79486  -3.69567  -0.2046
H  2.74287  -2.62475  -4.33061  0.2540
C  1.41567  -2.00594  -2.76680  -0.2260
H  0.90784  -2.96271  -2.66692  0.2371
C  -1.53444  0.14896  -2.60095  -0.2927
C  -0.79960  0.45640  -3.76518  -0.2180
H  0.18383  0.01200  -3.93202  0.2221
C  -1.23681  1.37099  -4.72492  -0.2014
H  -0.56778  1.61635  -5.54296  0.2387
C  -2.51103  1.91970  -4.65169  -0.1377
H  -2.85803  2.61395  -5.41612  0.2454
C  -3.31996  1.49325  -3.59967  -0.1994
H  -4.34565  1.82149  -3.55053  0.2364
C  -2.85368  0.63712  -2.59971  -0.2317
H  -3.55544  0.38190  -1.81527  0.1996
H  -0.17689  -1.25942  0.12984  -0.0427
H  -1.32451  -2.47680  -1.69145  0.0968
N  -0.19557  -1.30044  3.00159  -0.6955
N  -0.02435  -1.11575  4.40972  -0.4317
C  1.22065  -1.22452  4.95956  0.3337
N  1.23705  -1.23696  6.32100  -0.7561
S  2.66714  -1.22090  4.05958  -0.1434
H  -0.16705  -2.29768  2.76749  0.4022
H  -1.08759  -0.92549  2.65986  0.4238
H  -0.82680  -1.38513  4.99810  0.4203
H  2.14899  -1.17615  6.77495  0.4420
H  0.46843  -0.82700  6.86602  0.4245

Cartesian forces, eV/Å:
-1.2 -0.5 0.1
-0.5 -0.5 -0.6
0.3 -0.1 0.1
-0.2 -0.1 0.0
0.4 0.1 -0.2
0.5 1.3 0.2
0.3 0.2 -0.3
0.0 0.0 -0.4
0.2 -0.3 0.4
0.2 -0.1 -0.1
-0.1 1.6 0.4
-1.2 -1.1 2.1
0.1 0.0 -0.3
0.2 0.0 -0.8
0.6 0.4 -0.3
-0.6 0.3 -2.1
1.6 -0.9 -0.9
-0.6 -0.1 0.6
0.0 0.1 -0.4
0.0 -0.3 0.2
-0.2 -0.2 -0.1
-0.1 -0.1 0.2
-0.2 0.0 0.0
0.2 0.0 0.4
-0.1 0.3 0.0
-0.4 -0.1 0.1
0.2 0.2 -0.4
-0.8 0.4 -0.3
1.0 0.1 0.4
-0.3 0.3 0.1
-0.1 -0.4 0.1
-0.1 -0.1 0.0
0.2 -0.4 0.4
0.0 -0.1 0.3
-0.1 -0.1 0.0
-0.1 0.1 0.1
0.3 0.3 0.2
0.0 0.2 -0.1
-0.3 0.9 0.0
0.7 0.5 0.3
0.3 -0.3 0.7
-0.3 -1.6 0.0
-0.5 0.4 0.8
0.2 0.5 -0.7
-0.4 -0.6 0.4
0.0 0.0 0.2
0.4 0.3 0.6
0.6 0.2 -0.5
-0.4 -0.1 -0.3
0.4 -0.5 -0.5


Record 2
Below is a 2-piece molecular cluster, CH4IN2S overall, with properties calculated with ωB97M-V/def2-TZVPD.

highest occupied orbital energy	-12.39	eV
total energy	-845.58263	hartree
energy above the lowest of the compared OMol25 structures with the same formula, charge and spin	1.732	eV
orbital gap	7.8	eV
charge	+1

Last column: natural (NBO) charge in e.
Geometry (Å):
C  1.22660  0.06630  -0.29449  0.7618
N  1.54519  0.46440  -1.41973  -0.7631
N  0.83146  -0.13968  0.78744  -0.4577
S  -2.18530  -1.33796  0.97537  -0.2419
I  -2.30989  0.95775  0.17320  0.0623
H  1.96189  -0.06901  -2.18016  0.4862
H  1.36640  1.49099  -1.47524  0.4766
H  -3.40786  -1.33673  1.67302  0.1926
H  0.97150  -0.09606  1.76059  0.4831

Cartesian forces, eV/Å:
-0.9 -1.5 4.8
0.3 2.3 -2.5
0.4 0.1 -2.9
-1.3 0.6 0.5
-0.2 -0.6 0.2
-0.1 0.1 0.2
0.4 -0.9 -0.8
1.3 0.1 -0.8
0.2 -0.2 1.2


Record 3
Below is C3H2AlFO3 as an isolated structure, with properties calculated with ωB97M-V/def2-TZVPD.

highest occupied orbital energy	-30.67	eV
total energy	-681.04821	hartree
energy above the lowest of the compared OMol25 structures with the same formula, charge and spin	2.503	eV
orbital gap	4.1	eV
charge	+4

Last column: natural (NBO) charge in e.
Geometry (Å):
C  -1.00859  0.72898  -0.00371  0.8519
C  -1.09840  -0.73973  0.24643  -0.0215
O  0.19537  -1.14426  0.25573  -0.2343
C  1.01567  -0.12615  -0.06471  1.1036
O  0.27774  1.02387  -0.14753  -0.3313
O  2.19911  -0.18335  -0.10273  -0.9708
Al  3.58430  0.41999  -0.30432  2.8487
F  -1.82242  1.33783  -0.75281  -0.0586
H  -1.78225  -1.33784  -0.37436  0.4167
H  -1.56054  0.02066  1.24800  0.3957

Cartesian forces, eV/Å:
-1.8 -4.3 -5.4
-1.4 4.8 -0.6
3.9 1.0 -0.1
-12.6 -0.7 2.4
3.3 0.1 0.5
1.7 -1.8 0.1
7.3 2.2 -0.9
0.3 0.8 2.3
-0.8 -0.4 0.9
0.1 -1.8 0.7


What max |F| values result from the calculations? In sequence: 2.63, 5.15, 12.80 eV/A.